This record from the OMol25 dataset describes a cluster of 15 separate species, C20H72N2O15 in total. The level of theory is ωB97M-V/def2-TZVPD.

## Properties
relative energy (zero: lowest compared OMol25 entry of this formula, charge and spin)	122.5	kcal per mole
DFT total energy	-2042.88763	a.u.
strongest force on any atom	2.8	eV/A

Geometry as ORCA input:
```
! wB97M-V def2-TZVPD RIJCOSX def2/J DEFGRID3
* xyz 0 1
H 0.1165 -0.0396 4.3759
C -3.1091 -3.5521 1.6819
H 10.9999 3.2995 2.4418
H 3.1220 0.9567 0.6149
H -3.2190 4.1421 4.3033
C -0.2449 -1.1839 0.5026
H 5.5794 8.9490 -2.4066
C -6.7065 -1.8046 -2.8826
H 3.9865 -0.3854 1.4090
O 5.1074 7.7527 -0.8008
H 1.4453 -5.5918 0.1509
H -3.4418 -3.8861 2.7785
H -0.9708 -3.0227 2.3012
C -10.0845 -0.0207 -2.1473
H 1.9322 -9.4863 0.6662
H 1.1305 2.4535 5.2917
O 1.7986 -7.5587 1.3727
H -0.1942 -0.5399 -0.4952
O 2.1251 0.0334 2.1597
O 6.1414 2.7386 2.5090
O 9.1385 3.7183 3.1925
H 0.2664 -5.2964 1.5970
O -2.0926 3.7508 5.9797
H 7.6575 5.9688 0.8434
H -1.4393 -0.4234 -7.9496
O -0.6307 -0.6782 -8.4257
H -1.6173 -1.3562 -3.5868
N -5.0207 -4.1364 0.1094
H -11.0209 -0.5774 -2.0624
C -2.0471 1.8809 0.5935
O -2.6401 -1.6485 -6.6614
C -2.1717 4.0295 4.5940
H -1.6206 4.9471 4.3739
H 1.0598 -9.2830 2.2172
H 3.8299 1.1818 2.2447
H 6.0078 4.9879 2.0954
H 1.5678 0.8190 2.2933
O 6.5901 5.6091 2.5650
H -1.8382 -2.9960 -4.2511
H 6.4950 0.9501 3.4622
H -2.0651 2.9611 0.7582
H -2.7407 -4.5339 1.1417
H 1.3826 0.8638 6.0587
C 7.0935 6.5167 1.6022
H -4.1618 -2.0187 -7.9955
H -2.9984 -2.3643 -3.0536
H 2.6358 -7.6591 1.8568
H 3.9810 8.1440 -2.4773
H 5.9924 0.8377 1.7552
C 10.3484 4.1611 2.6058
H 6.6965 3.2116 3.1521
H -4.1409 -3.0495 -6.5309
H 7.6436 1.3780 2.1562
H 8.5813 4.5039 3.3261
H -1.7290 3.1992 4.0387
H 1.3943 -0.5786 -8.1202
H 1.6235 -2.0086 -0.5101
C 0.9524 -2.3465 0.3904
O -7.2099 -2.7122 -1.9197
H 5.4710 7.2012 -2.7418
O 0.5008 0.8361 4.2002
O 0.4150 -3.6795 0.0785
C -1.9498 -2.3723 -3.3610
H -10.2504 1.0318 -1.9051
H -2.1055 1.3547 1.5494
H -4.6534 -1.3454 -6.4194
H 7.7541 7.2313 2.0987
H 1.9583 -4.4074 1.5240
C 0.4663 -0.3052 -7.6124
O -9.5874 -0.1296 -3.4684
H -1.2747 -2.3359 -1.5439
H 4.7074 8.5062 -0.3344
H -2.4926 4.5043 6.4462
H -9.3500 -0.4400 -1.4556
C -3.9755 -2.0415 -6.9190
C 5.0283 8.0314 -2.1865
O -1.1554 -2.9097 -2.3197
H 0.4483 0.7750 -7.4477
H 1.5491 -2.2707 1.3939
C -4.4579 -2.9718 0.9456
H -5.8056 -3.6890 -0.4267
C 6.5974 1.3990 2.4712
H -7.5369 -1.2675 -3.3475
H -3.9528 1.7627 0.2563
H 0.4080 -0.8314 -6.6565
C 1.2427 -8.8527 1.2296
H -5.3911 -4.8513 0.7784
H 10.8433 4.8667 3.2775
H -0.2621 1.5670 5.9655
C 1.0383 -4.7409 0.8828
H -4.2631 -2.0951 0.1865
H 10.1354 4.6416 1.6477
H -10.2599 0.2501 -4.0591
H -2.3795 -1.0238 0.4268
H -2.1894 -1.6453 2.7535
H -6.1425 -2.3525 -3.6413
H -2.0621 -2.2840 -7.1169
H 0.2972 -8.7754 0.6876
H -1.1192 1.6075 0.0857
H 6.2631 7.0538 1.1372
C 3.3350 0.4762 1.5730
N -1.6426 -1.7813 0.5536
H -6.0459 -1.0900 -2.3860
H -0.0226 -0.4437 1.4119
H -7.7922 -3.3334 -2.3893
C -1.9246 -2.4259 1.9025
H -5.2349 -2.5833 1.7550
O -3.1442 1.5079 -0.2198
C 0.6980 1.4634 5.4539
*
```